117
Properties=species:S:1:pos:R:3:lowdin_spin:R:1 method="wB97M-V/def2-TZVPD" total_charge=0 e_lumo_ev="-0.2 / -0.5" de_lowest_ev=0.707 total_energy_ha=-6610.96438 homo_ev="-5.769 / -7.484" multiplicity=4
V 0.16 0.00 0.83 1.962
N -2.83 -1.91 3.24 0.017
C -2.25 -1.14 2.29 0.024
N -0.97 -0.95 2.19 0.028
C -0.14 -1.60 3.10 0.081
N 1.13 -1.27 3.10 -0.033
N 1.43 -0.37 2.18 0.117
C 2.52 0.35 2.41 0.279
C 2.85 1.38 1.51 0.057
C 3.82 2.37 1.81 0.065
C 4.05 3.38 0.91 0.019
C 3.33 3.40 -0.29 0.094
C 2.43 2.38 -0.52 0.006
N 2.17 1.40 0.33 0.110
C -0.67 -2.56 4.02 0.002
C 0.14 -3.34 4.85 0.021
C -0.43 -4.27 5.70 0.000
C -1.81 -4.44 5.72 0.024
C -2.64 -3.66 4.92 -0.002
C -2.07 -2.73 4.07 0.017
H -3.83 -2.06 3.22 0.000
H -2.90 -0.67 1.56 0.001
H 3.06 0.21 3.34 0.016
H 4.33 2.33 2.76 0.002
H 4.79 4.15 1.11 -0.001
H 3.49 4.17 -1.03 0.006
H 1.89 2.33 -1.46 -0.001
H 1.20 -3.18 4.82 0.001
H 0.19 -4.87 6.34 -0.001
H -2.24 -5.18 6.38 0.002
H -3.71 -3.78 4.95 -0.001
I -0.79 7.29 -1.45 0.003
C -0.74 5.23 -0.96 0.020
C -0.48 4.83 0.34 -0.002
C -0.47 3.48 0.61 0.018
I -0.23 2.80 2.60 0.014
C -0.62 2.48 -0.37 0.002
O -0.53 1.24 -0.06 0.019
C -0.89 2.94 -1.69 0.012
C -1.04 1.92 -2.78 0.002
N -1.97 0.87 -2.40 0.000
C -3.36 1.27 -2.35 0.000
C -3.75 1.88 -1.02 0.000
C -4.62 2.96 -0.97 0.000
C -4.95 3.50 0.26 0.000
C -4.39 2.95 1.41 0.000
C -3.57 1.85 1.25 0.000
N -3.26 1.31 0.08 0.000
C -0.95 4.29 -1.96 -0.002
H -0.30 5.55 1.12 0.000
H -1.34 2.43 -3.71 0.000
H -0.07 1.45 -2.94 0.001
H -1.83 0.08 -3.01 0.000
H -3.61 1.99 -3.15 0.000
H -3.97 0.37 -2.50 0.000
H -5.04 3.35 -1.88 0.000
H -5.63 4.33 0.33 0.000
H -4.60 3.35 2.39 0.000
H -3.12 1.37 2.12 0.000
H -1.16 4.61 -2.97 -0.001
C -1.09 -2.53 -5.22 0.000
C -1.72 -3.34 -4.29 0.000
C -1.49 -3.15 -2.94 -0.002
C -0.63 -2.16 -2.48 -0.007
C -0.01 -1.35 -3.43 -0.001
C -0.24 -1.53 -4.78 0.000
Si -0.23 -2.01 -0.58 -0.006
C 0.95 -3.52 -0.36 -0.004
C 1.35 -4.29 -1.45 -0.001
C 2.16 -5.41 -1.30 0.000
C 2.56 -5.80 -0.03 -0.001
C 2.16 -5.06 1.07 0.000
C 1.39 -3.92 0.90 -0.001
C -1.91 -2.78 0.05 0.001
C -3.12 -2.20 -0.32 0.000
C -4.33 -2.75 0.08 0.000
C -4.34 -3.89 0.87 -0.001
C -3.15 -4.45 1.28 0.000
C -1.95 -3.90 0.86 -0.001
H -1.26 -2.69 -6.28 0.000
H -2.37 -4.14 -4.62 0.000
H -1.98 -3.80 -2.23 0.000
H 0.67 -0.58 -3.09 0.000
H 0.25 -0.89 -5.50 0.000
H 1.00 -4.03 -2.44 0.000
H 2.47 -5.96 -2.17 0.000
H 3.18 -6.68 0.09 0.000
H 2.47 -5.36 2.06 0.000
H 1.13 -3.34 1.77 0.000
H -3.11 -1.30 -0.93 0.000
H -5.26 -2.30 -0.24 0.000
H -5.28 -4.34 1.16 0.000
H -3.14 -5.32 1.92 0.000
H -1.02 -4.36 1.17 0.000
C 3.99 -1.72 -0.40 0.001
As 3.16 -0.59 -1.77 0.008
C 4.73 0.59 -2.04 0.002
C 3.42 -1.85 -3.32 0.003
C 4.83 -2.00 -3.76 0.000
C 5.38 -1.12 -4.68 0.000
C 6.70 -1.24 -5.08 0.000
C 7.49 -2.24 -4.56 0.000
C 6.96 -3.13 -3.64 0.000
C 5.64 -3.01 -3.25 0.000
H 5.05 -1.89 -0.60 0.000
H 3.49 -2.69 -0.36 0.000
H 3.88 -1.25 0.57 0.003
H 5.64 0.03 -2.24 0.000
H 4.88 1.18 -1.13 0.000
H 4.56 1.28 -2.86 0.000
H 2.81 -1.48 -4.14 0.000
H 3.01 -2.80 -2.99 0.000
H 4.77 -0.32 -5.07 0.000
H 7.09 -0.55 -5.82 0.000
H 8.52 -2.33 -4.88 0.000
H 7.57 -3.92 -3.23 0.000
H 5.22 -3.71 -2.54 0.000

117
Properties=species:S:1:pos:R:3:lowdin_spin:R:1 method="wB97M-V/def2-TZVPD" total_charge=-1 e_lumo_ev="2.3 / 2.2" de_lowest_ev=7.046 total_energy_ha=-5507.46918 homo_ev="-3.204 / -4.542" multiplicity=2
Sr -1.45 -1.14 0.26 0.009
C 7.01 0.95 -0.35 0.000
C 6.15 2.19 -0.30 0.000
C 6.68 3.43 -0.61 0.000
C 5.88 4.57 -0.67 0.000
C 4.52 4.45 -0.45 0.000
C 3.97 3.22 -0.12 0.000
C 4.78 2.09 0.00 0.000
N 4.28 0.85 0.41 -0.001
C 2.90 0.45 0.37 -0.002
N 2.19 1.11 1.32 -0.006
C 0.83 1.06 1.79 0.011
C -0.01 0.00 1.52 0.155
C -1.33 0.09 2.10 0.058
C -1.47 0.95 3.29 0.208
C -0.67 2.05 3.40 0.005
C 0.47 2.18 2.60 0.226
C 1.28 3.44 2.64 0.039
N 2.50 -0.53 -0.35 -0.008
C 3.24 -0.96 -1.47 0.000
C 3.86 -0.06 -2.35 -0.001
C 4.60 -0.51 -3.44 0.000
C 4.71 -1.86 -3.69 -0.001
C 4.04 -2.75 -2.87 0.000
C 3.30 -2.34 -1.76 -0.001
C 2.56 -3.33 -0.91 0.000
H 8.04 1.22 -0.58 0.000
H 6.65 0.28 -1.13 0.000
H 7.00 0.41 0.60 0.000
H 7.74 3.51 -0.83 0.000
H 6.32 5.54 -0.91 0.000
H 3.88 5.32 -0.54 0.000
H 2.90 3.13 0.00 0.000
H 4.85 0.08 0.09 0.000
H 2.74 1.81 1.79 0.000
H -1.99 -0.79 2.14 0.010
H -2.30 0.79 3.95 0.013
H -0.91 2.82 4.13 -0.004
H 0.74 4.22 3.18 0.000
H 1.47 3.82 1.63 0.009
H 2.25 3.30 3.14 0.013
H 3.73 1.00 -2.21 0.000
H 5.07 0.22 -4.09 0.000
H 5.29 -2.22 -4.53 0.000
H 4.07 -3.82 -3.09 0.000
H 2.34 -4.23 -1.49 0.000
H 1.63 -2.89 -0.58 0.000
H 3.16 -3.61 -0.04 0.000
Cl -0.50 -5.67 -6.07 0.000
C -0.80 -4.97 -4.50 0.000
C -1.62 -5.65 -3.64 0.000
C -1.89 -5.10 -2.39 0.000
I -3.21 -5.97 -1.02 0.000
C -1.36 -3.85 -1.94 0.000
O -1.69 -3.38 -0.81 0.000
C -0.53 -3.15 -2.90 0.000
N -0.07 -1.93 -2.54 0.000
C 0.62 -1.24 -3.42 0.000
C 0.97 -1.72 -4.68 0.000
C 0.56 -2.97 -5.06 0.000
C -0.25 -3.72 -4.18 0.000
H -2.07 -6.58 -3.95 0.000
H 0.94 -0.25 -3.10 0.000
H 1.56 -1.12 -5.35 0.000
H 0.82 -3.37 -6.03 0.000
O -1.13 0.69 -0.69 0.051
C -0.72 1.86 -0.41 0.007
O -1.20 2.60 0.46 0.023
H 0.15 2.22 -0.99 0.001
C 3.49 -2.61 3.69 0.000
C 2.32 -3.19 2.98 0.001
C 1.88 -4.50 2.89 0.000
C 0.74 -4.47 2.05 0.000
N 0.51 -3.21 1.67 0.001
N 1.47 -2.46 2.24 0.010
C -0.14 -5.53 1.46 0.000
H 3.78 -3.25 4.52 0.000
H 3.25 -1.62 4.08 0.000
H 4.34 -2.51 3.02 0.000
H 2.32 -5.35 3.38 0.000
H 1.45 -1.49 1.92 0.007
H 0.44 -6.20 0.82 0.000
H -0.84 -4.97 0.85 0.000
H -0.65 -6.12 2.21 0.000
C -3.55 -0.78 0.39 0.040
Ge -2.79 0.98 0.75 0.090
C -3.70 1.94 -0.75 0.001
C -5.09 1.74 -0.72 0.002
C -5.91 2.14 -1.76 0.000
C -5.35 2.73 -2.89 0.001
C -3.98 2.93 -2.95 0.000
C -3.16 2.52 -1.90 0.001
C -4.03 1.42 2.25 0.017
C -4.62 0.36 2.91 0.003
C -5.82 0.50 3.62 0.001
C -6.49 1.69 3.60 0.000
C -5.98 2.81 2.92 0.000
C -6.69 4.03 2.81 0.000
C -6.18 5.08 2.11 0.000
C -4.90 5.00 1.52 0.000
C -4.18 3.84 1.61 0.000
C -4.70 2.70 2.28 0.002
H -4.62 -0.68 0.59 0.003
H -3.19 -1.48 1.15 0.002
H -3.46 -1.07 -0.65 0.002
H -5.53 1.27 0.15 0.001
H -6.98 1.97 -1.71 0.000
H -5.98 3.02 -3.72 0.000
H -3.54 3.37 -3.83 0.000
H -2.10 2.67 -1.97 0.000
H -4.14 -0.61 2.90 0.001
H -6.24 -0.36 4.14 0.000
H -7.45 1.78 4.10 0.000
H -7.67 4.11 3.27 0.000
H -6.75 5.99 2.01 0.000
H -4.50 5.85 0.98 0.000
H -3.18 3.81 1.21 0.000

- Which value of multiplicity does entry 2 give?
  2

- The highest multiplicity belongs to which entry?
  C54H50AsI2N7OSiV

- Which of these has the lowest multiplicity?
  C54H50ClGeIN6O3Sr